{
  "formula": "C14H32BrCl2N2O2PdSi",
  "method": "ωB97M-V/def2-TZVPD",
  "lumo_ev": [-5.79, -5.86],
  "e_homo_ev": [-12.659, -12.668],
  "orbital_gap_ha": [0.2522, 0.2503],
  "charge": 1,
  "species": ["Cl", "H", "C", "H", "H", "H", "H", "N", "H", "C", "O", "H", "H", "C", "H", "Cl", "H", "H", "H", "H", "H", "H", "H", "H", "H", "H", "H", "H", "H", "H", "C", "H", "H", "C", "C", "C", "H", "H", "H", "C", "C", "N", "C", "C", "C", "Br", "H", "Pd", "Si", "C", "H", "H", "H", "C", "O"],
  "coordinates": [[-4.80, 1.69, -2.70], [1.76, 2.91, 1.46], [-0.55, -1.10, 1.81], [-0.58, -2.05, 1.28], [0.22, -0.59, -2.92], [3.71, -0.99, -1.51], [1.95, -2.28, 1.67], [-4.05, -0.65, 1.53], [2.03, 2.13, -2.24], [-4.48, -1.42, 0.45], [-4.94, -2.52, 0.57], [3.26, -2.04, -0.16], [3.12, -2.62, -1.82], [0.75, 0.80, 2.69], [4.49, 2.06, 0.51], [-7.57, 1.55, -1.78], [3.58, 1.14, 1.70], [1.63, -1.67, 3.28], [4.25, 0.34, 0.27], [-4.40, -0.90, 2.45], [0.03, 1.56, 2.36], [-6.02, -0.21, -2.04], [-0.45, -2.18, -1.04], [-6.56, 0.45, -3.62], [-4.70, 1.27, 1.46], [-0.79, -1.31, 2.86], [0.80, -2.91, -0.03], [3.39, 1.02, -2.08], [1.88, -0.01, -3.08], [1.51, -1.70, -3.39], [2.89, 1.87, -1.62], [-1.36, -0.48, 1.41], [2.88, -0.92, 2.30], [3.77, 1.25, 0.63], [2.99, -1.74, -1.18], [1.27, -0.85, -2.75], [0.78, -3.22, -1.75], [-3.08, 1.08, 1.84], [1.03, 3.25, -0.11], [-6.29, 0.68, -2.59], [1.88, -1.37, 2.26], [-3.85, 0.72, 1.28], [2.49, 1.61, -0.16], [0.61, -2.45, -0.99], [0.81, -0.40, 1.74], [-0.76, 1.18, -0.87], [3.58, 2.71, -1.65], [-3.33, 0.84, -0.74], [1.27, 0.16, -0.04], [1.94, 2.94, 0.39], [1.71, 1.29, 2.82], [0.43, 0.45, 3.68], [2.69, 3.71, 0.21], [1.53, -1.26, -1.29], [-4.33, -0.83, -0.74]]
}

***

{
  "formula": "C4H11NO",
  "method": "ωB97M-V/def2-TZVPD",
  "lumo_ev": 0.90,
  "smiles": "C=CO.CCN",
  "e_homo_ev": -8.408,
  "orbital_gap_ha": 0.3419,
  "species": ["O", "H", "H", "H", "H", "C", "C", "C", "H", "C", "H", "H", "N", "H", "H", "H", "H"],
  "coordinates": [[1.20, 0.96, 0.36], [0.97, -2.19, 0.78], [-0.34, 1.26, -1.67], [-1.72, -0.22, 1.78], [0.87, 0.00, 0.40], [-1.77, -1.17, 1.42], [1.09, 2.07, -0.53], [-1.06, -1.60, 0.11], [0.40, 2.80, -2.35], [0.37, 2.05, -1.65], [0.61, -2.11, -0.81], [1.65, 2.90, -0.09], [0.42, -1.65, 0.06], [-1.32, -2.62, -0.34], [-2.81, -1.44, 1.26], [-1.43, -1.69, 2.41], [-1.16, -0.91, -0.75]]
}

***

{
  "formula": "C4H7NO",
  "method": "ωB97M-V/def2-TZVPD",
  "lumo_ev": 1.02,
  "e_homo_ev": -10.074,
  "orbital_gap_ha": 0.4077,
  "species": ["N", "C", "C", "H", "H", "C", "H", "H", "H", "C", "O", "H", "H"],
  "coordinates": [[-1.90, 0.53, 0.29], [0.18, -1.15, -0.12], [-0.93, 0.51, -0.52], [-0.47, -1.68, 0.59], [1.00, 1.30, -1.15], [0.41, 1.18, -0.24], [0.76, -1.77, -0.76], [2.05, -0.14, 0.56], [0.68, 0.15, 1.65], [0.96, 0.01, 0.59], [-0.68, -0.54, -1.33], [0.28, 2.11, 0.30], [-2.54, -0.21, 0.03]]
}

***

We obtain relative energy (zero: lowest compared OMol25 entry of this formula, charge and spin) values of 34.12; 294.61; 244.33 kJ/mol for the records listed above, in that order.